[1]
Formula: CH5NO2PS
Source: OMol25
Level of theory: wB97M-V/def2-TZVPD

Element x y z (Å)
C  -1.950  -0.234  0.536
S  -1.004  1.038  -0.246
P  0.912  0.195  0.062
N  1.942  0.888  -1.095
O  1.382  0.359  1.443
O  0.694  -1.732  -0.401
H  -2.187  -0.056  1.665
H  -1.447  -1.131  0.529
H  -3.027  -0.314  0.100
H  1.751  0.352  -1.822
H  2.934  0.634  -0.771

As for the SMILES: CS[P@@](N)(=O)[O-]. For the HOMO-LUMO gap, the calculation gives 0.2618 Ha. The value obtained for the energy above the lowest of the compared OMol25 structures with the same formula, charge and spin is 65.9 kcal per mole. As for the charge: -1. Its energy is -985.9214 Eh. Its maximum force is 7.55 eV Å⁻¹.


[2]
Formula: C4H5N
Source: OMol25
Level of theory: wB97M-V/def2-TZVPD

Element x y z (Å)
C  0.680  -0.326  0.918
C  0.035  0.313  -0.337
C  0.078  -1.099  1.768
C  -1.454  0.054  -0.679
N  -2.461  -0.095  -0.018
H  1.665  -0.009  0.774
H  0.570  0.148  -1.169
H  -0.959  -1.451  1.894
H  0.205  1.379  -0.180
H  -1.729  0.233  -1.741

For the HOMO-LUMO gap (spin up / spin down), the calculation gives 0.3278 / 0.3331 Ha. The value obtained for the energy above the lowest of the compared OMol25 structures with the same formula, charge and spin is 122.9 kcal per mole. Its energy is -209.9678 Eh. Its maximum force is 4.28 eV Å⁻¹.


[3]
Formula: C6H8N2S
Source: OMol25
Level of theory: wB97M-V/def2-TZVPD

Element x y z (Å)
C  -1.633  1.292  -0.093
C  -2.955  1.015  -0.083
C  -1.588  -1.023  0.033
C  -0.827  0.110  -0.031
C  2.483  1.343  0.159
C  1.512  -1.953  -0.054
N  1.232  1.187  0.049
N  0.535  0.146  -0.063
S  -3.272  -0.671  0.009
H  -1.205  2.277  -0.151
H  -3.775  1.704  -0.128
H  -1.266  -2.041  0.096
H  2.858  2.348  0.197
H  3.184  0.518  0.222
H  1.176  -2.253  0.914
H  1.001  -2.322  -0.916
H  2.541  -1.679  -0.161

For the HOMO-LUMO gap (spin up / spin down), the calculation gives 0.2578 / 0.2463 Ha. The value obtained for the energy above the lowest of the compared OMol25 structures with the same formula, charge and spin is 107.9 kcal per mole. Its energy is -740.9531 Eh. Its maximum force is 4.27 eV Å⁻¹.


Question: Which formula does entry 2 have?
Answer: C4H5N